# 1
{"formula": "C4H5N2", "method": "ωB97M-V/def2-TZVPD", "elements": ["C", "C", "C", "C", "N", "N", "H", "H", "H", "H", "H"], "coordinates": [[-2.02333, 1.86950, 0.66160], [-1.07765, 1.09478, 0.65933], [0.67441, -2.15117, -0.87435], [1.07792, 0.63774, -0.12281], [-0.08527, -1.93949, -0.01222], [-0.02166, 0.24705, 0.54248], [-2.60788, 2.70838, 0.50143], [-0.72038, -1.49099, 0.67235], [1.57414, -2.28480, -1.38105], [1.68512, -0.29187, -0.23856], [1.52456, 1.60087, -0.40821]], "forces_ev_per_a": [[2.93, -2.38, -0.05], [-1.09, 1.89, 0.14], [-3.56, 0.61, 4.87], [-2.01, -2.87, 2.69], [2.12, -2.10, -3.72], [2.01, 3.50, -2.20], [-1.18, 0.88, 0.08], [0.45, -0.25, -0.41], [0.95, -0.42, -1.32], [0.35, 1.30, -0.20], [-0.97, -0.17, 0.11]], "molar_mass_g_mol": 81.10, "gap_ha": 0.3073, "charge": 1, "e_homo_ev": -13.782, "multiplicity": 1, "total_energy_ev": -7195.8320, "lumo_ev": -5.4202}



# 2
{"formula": "C3H5NO2", "method": "ωB97M-V/def2-TZVPD", "elements": ["C", "C", "O", "N", "C", "O", "H", "H", "H", "H", "H"], "coordinates": [[0.36806, 0.06922, 2.02547], [0.84563, 0.37105, -0.21910], [-0.02753, -0.09624, 0.66323], [0.30543, 0.21060, -1.46390], [-0.92424, -0.33599, -1.84704], [-1.28655, -0.35058, -2.99758], [1.45449, 0.00567, 2.10683], [-0.11494, -0.72383, 2.59838], [0.02346, 1.04325, 2.38193], [0.86305, 0.55438, -2.23598], [-1.50687, -0.74753, -1.01224]], "forces_ev_per_a": [[0.05, 0.03, 0.32], [-0.52, -0.21, -0.18], [0.25, 0.13, -0.24], [0.22, 0.11, 0.00], [-0.18, -0.06, -0.22], [0.19, 0.01, 0.46], [-0.15, 0.00, -0.01], [0.08, 0.09, -0.08], [0.05, -0.13, -0.03], [-0.04, -0.05, 0.12], [0.04, 0.07, -0.13]], "molar_mass_g_mol": 87.08, "gap_ha": 0.3624, "e_homo_ev": -9.198, "multiplicity": 1, "total_energy_ev": -8775.2545, "lumo_ev": 0.6645}



# 3
{"formula": "C14H10ClF9OSm", "method": "ωB97M-V/def2-TZVPD", "elements": ["C", "C", "C", "H", "C", "C", "H", "H", "H", "H", "Sm", "Cl", "C", "C", "C", "H", "C", "C", "H", "H", "H", "H", "F", "C", "F", "F", "C", "O", "C", "F", "F", "F", "C", "F", "F", "F"], "coordinates": [[0.79036, -2.27667, 0.08346], [0.96759, -1.91773, -1.29073], [-0.32357, -1.68191, -1.86196], [1.91827, -1.95912, -1.83281], [-1.29469, -1.91655, -0.84677], [-0.61070, -2.29021, 0.34741], [-1.07758, -2.61903, 1.26802], [1.58499, -2.60947, 0.75932], [-0.53582, -1.50821, -2.91830], [-2.37113, -1.80648, -0.95307], [0.07688, 0.28979, -0.08796], [0.34573, 2.76080, -0.13568], [0.13256, 2.33059, -3.25020], [-1.09423, 1.72208, -3.63947], [-0.78074, 0.53304, -4.36006], [-2.09002, 2.11484, -3.45165], [0.64010, 0.38880, -4.37673], [1.20277, 1.48685, -3.66557], [2.26188, 1.67198, -3.50127], [0.23334, 3.27931, -2.73302], [-1.49534, -0.12994, -4.84055], [1.19283, -0.40125, -4.87769], [-1.22564, 2.40385, 3.75399], [-1.28964, 1.05710, 3.84633], [-1.62007, 0.74129, 5.13115], [-2.29013, 0.65182, 3.02736], [0.05295, 0.37202, 3.39801], [0.15701, 0.36172, 2.01688], [1.26914, 1.13102, 4.01566], [1.10122, 1.46489, 5.32632], [2.39306, 0.38194, 3.91106], [1.47121, 2.26562, 3.31188], [-0.01860, -1.13845, 3.79602], [-0.09106, -1.40945, 5.12142], [-1.12404, -1.68443, 3.19767], [1.06430, -1.80533, 3.29391]], "forces_ev_per_a": [[-0.32, -0.42, -0.46], [-0.48, -0.40, 0.04], [0.30, -0.77, 0.20], [-0.48, 0.31, 0.21], [0.69, 0.07, 0.27], [0.23, -0.23, -0.42], [0.13, 0.27, -0.24], [-0.42, 0.31, -0.22], [0.20, 0.41, 0.54], [0.21, -0.11, -0.04], [-0.15, 0.09, -1.44], [0.18, 1.02, 0.55], [-0.08, -0.63, -0.02], [0.63, -0.29, -0.08], [0.84, 0.31, 0.10], [0.14, 0.01, -0.11], [-0.78, 0.40, 0.13], [-0.65, -0.10, -0.03], [-0.16, 0.03, -0.12], [-0.02, -0.30, -0.11], [0.08, 0.04, 0.09], [-0.06, 0.05, 0.12], [0.02, -0.90, 0.15], [-0.29, 0.29, -0.22], [0.09, 0.28, -1.03], [0.47, 0.32, 0.77], [-0.31, -0.40, -1.25], [-0.07, 0.30, 2.42], [0.38, 0.40, -0.33], [0.10, -0.37, -0.96], [-0.60, 0.50, 0.27], [-0.06, -0.78, 0.76], [0.19, -0.93, -0.36], [0.17, 0.24, -0.88], [0.96, 0.43, 1.08], [-1.06, 0.54, 0.66]], "molar_mass_g_mol": 551.03, "gap_ha": [0.2031, 0.2067], "charge": -1, "e_homo_ev": [-3.250, -3.256], "multiplicity": 6, "total_energy_ev": -71615.4745, "s_squared": 8.7631, "lumo_ev": [2.2773, 2.3675]}



# 4
{"formula": "C25H32AsBBrF6KN6O2", "method": "ωB97M-V/def2-TZVPD", "elements": ["K", "C", "C", "C", "C", "C", "C", "N", "N", "B", "N", "C", "C", "C", "N", "C", "C", "C", "N", "C", "C", "C", "N", "C", "C", "C", "H", "H", "H", "H", "H", "H", "H", "H", "H", "H", "H", "H", "H", "H", "H", "H", "H", "H", "H", "H", "H", "H", "H", "H", "H", "H", "H", "H", "F", "As", "F", "F", "F", "F", "F", "Br", "C", "C", "C", "C", "C", "C", "C", "O", "O", "H", "H", "H", "H"], "coordinates": [[-0.39312, -1.05190, -0.81544], [3.09890, -1.06198, -2.46489], [2.76186, 0.05366, -3.44873], [2.00211, -0.49512, -4.66020], [2.00161, 1.18483, -2.81036], [1.66165, 2.41735, -3.42094], [1.02887, 3.12746, -2.43375], [0.98902, 2.35811, -1.32352], [1.58380, 1.15492, -1.55466], [0.31762, 2.67625, 0.00884], [-1.05823, 2.05568, 0.12790], [-1.93425, 1.76205, -0.86272], [-3.06627, 1.25088, -0.28143], [-2.79780, 1.28526, 1.10910], [-1.59142, 1.78542, 1.34313], [-3.68057, 0.80848, 2.23076], [-5.08485, 1.40049, 2.10205], [-3.08552, 1.11965, 3.59987], [1.22006, 1.97012, 1.14038], [2.17746, 2.60747, 1.95718], [2.67133, 1.70114, 2.84095], [1.97817, 0.51851, 2.53654], [1.10179, 0.75076, 1.44804], [1.94214, -0.79687, 3.18073], [0.55271, -0.94786, 3.85538], [3.09260, -1.01746, 4.14845], [3.77009, -1.78293, -2.93803], [2.21381, -1.61330, -2.14557], [3.58929, -0.67151, -1.57062], [3.70273, 0.48462, -3.81001], [1.04488, -0.91807, -4.35358], [2.58436, -1.28142, -5.14710], [1.80171, 0.28734, -5.39540], [1.86167, 2.72911, -4.43283], [0.60048, 4.11837, -2.42727], [0.37397, 3.85917, 0.25452], [-1.67564, 1.88851, -1.90346], [-3.92311, 0.85379, -0.79869], [-3.76913, -0.27882, 2.13227], [-5.04381, 2.49099, 2.16645], [-5.73175, 1.03422, 2.90314], [-5.54324, 1.13828, 1.14759], [-2.99165, 2.19942, 3.73870], [-2.08977, 0.68940, 3.71318], [-3.73055, 0.72405, 4.38842], [2.36931, 3.65672, 1.79600], [3.40364, 1.84618, 3.61541], [1.91948, -1.53774, 2.37115], [0.41687, -0.19627, 4.63593], [0.48945, -1.94528, 4.28842], [-0.23327, -0.86410, 3.10507], [3.05628, -0.30462, 4.97772], [4.05965, -0.91893, 3.65067], [3.03811, -2.01857, 4.57478], [-2.73804, -1.60969, -1.70392], [-2.66199, -1.50730, -3.45856], [-4.27242, -2.10580, -3.58482], [-2.01083, -3.10016, -3.48778], [-2.52573, -1.38394, -5.17138], [-1.02332, -0.85813, -3.28257], [-3.26721, 0.11673, -3.36419], [2.03345, -8.58578, -0.56252], [1.89368, -7.06060, 0.56723], [2.22847, -7.19154, 1.90575], [2.11632, -6.08088, 2.73113], [1.66488, -4.87246, 2.21854], [1.34761, -4.75317, 0.87285], [1.46767, -5.85700, 0.03492], [0.86068, -3.42780, 0.29990], [1.08761, -3.19577, -0.90326], [0.25206, -2.65844, 1.09644], [2.56515, -8.14386, 2.29334], [2.37219, -6.16645, 3.78094], [1.53085, -4.01232, 2.86408], [1.23272, -5.74378, -1.01473]], "forces_ev_per_a": [[0.11, 0.40, 0.17], [0.02, 0.00, 0.00], [-0.03, -0.06, 0.07], [0.00, -0.01, -0.01], [-0.01, 0.09, -0.13], [0.05, -0.06, 0.06], [0.00, 0.02, 0.10], [-0.02, 0.05, -0.01], [-0.12, 0.11, -0.03], [0.47, -0.13, 0.09], [-0.11, 0.02, 0.03], [0.14, -0.14, 0.02], [-0.02, -0.03, 0.14], [0.01, 0.02, -0.13], [-0.08, 0.00, -0.11], [0.01, 0.06, -0.02], [-0.02, 0.01, 0.00], [0.02, 0.00, 0.03], [0.08, 0.27, 0.07], [-0.21, 0.36, -0.35], [-0.10, -0.14, -0.05], [-0.23, -0.09, -0.32], [0.14, -0.25, 0.37], [-0.26, -0.08, 0.04], [0.11, -0.03, -0.15], [0.06, -0.02, 0.00], [-0.02, 0.02, 0.00], [0.03, 0.03, 0.00], [-0.01, 0.00, -0.02], [0.03, 0.02, -0.02], [0.02, 0.01, -0.01], [-0.01, 0.03, 0.01], [0.00, -0.02, 0.01], [-0.01, 0.00, 0.03], [0.02, -0.04, -0.01], [-0.05, 0.01, -0.04], [-0.02, -0.02, 0.03], [0.00, 0.03, 0.02], [0.00, -0.02, 0.01], [0.00, -0.02, 0.00], [0.00, 0.00, -0.02], [0.02, 0.01, 0.02], [0.00, -0.02, 0.00], [-0.05, 0.01, -0.02], [0.01, 0.01, -0.01], [0.04, -0.05, 0.05], [-0.01, 0.03, -0.04], [0.09, -0.06, -0.03], [-0.03, -0.02, 0.00], [0.00, -0.01, 0.05], [0.02, 0.03, 0.07], [-0.01, -0.02, -0.03], [-0.02, 0.00, 0.02], [-0.02, -0.02, -0.01], [-0.18, 0.00, -0.09], [0.10, 0.15, 0.01], [-0.11, -0.09, 0.04], [0.05, -0.15, -0.04], [0.03, 0.04, -0.13], [-0.24, -0.02, -0.15], [-0.01, 0.11, 0.02], [0.00, -0.01, -0.01], [0.00, 0.05, 0.01], [0.01, -0.01, 0.02], [-0.01, 0.02, -0.03], [-0.06, -0.04, 0.11], [-0.03, 0.03, -0.10], [0.10, 0.02, 0.02], [-0.22, 0.32, 0.10], [0.15, -0.41, 0.04], [0.37, -0.28, 0.36], [0.00, 0.02, -0.01], [0.00, -0.01, -0.02], [0.00, -0.01, -0.06], [0.00, -0.01, 0.01]], "molar_mass_g_mol": 767.30, "gap_ha": [0.3094, 0.1858], "charge": -1, "e_homo_ev": [-6.456, -6.455], "multiplicity": 2, "total_energy_ev": -203676.8344, "s_squared": 0.7594, "lumo_ev": [1.9622, -1.3990]}